1.
14
Properties=species:S:1:pos:R:3:forces:R:3 method="wB97M-V/def2-TZVPD" e_lumo_ev="-0.109 / -0.507" charge=0
C -1.0961 1.2902 -0.0126 -0.19 0.77 0.13
C -1.7650 -1.1571 -0.6779 -0.06 -0.72 -0.18
C -0.4314 -1.1575 -0.4034 0.66 0.44 0.24
C 0.6332 -0.6100 -0.0744 -0.35 -0.88 -0.29
C 2.0265 -0.3175 0.2880 0.05 -0.18 -0.24
O 2.0897 0.6047 1.3549 -0.16 0.31 -0.02
H -0.8115 1.0234 -1.0096 -0.06 -0.02 0.13
H -1.3546 2.3376 0.1659 0.04 -0.19 -0.04
H -1.1921 0.6185 0.8160 0.01 0.05 -0.13
H -2.4685 -1.5265 0.0639 0.07 0.19 -0.06
H -2.1059 -1.1706 -1.7101 0.03 0.16 0.14
H 2.5591 0.0550 -0.6007 -0.07 -0.02 0.16
H 2.5411 -1.2276 0.6203 -0.16 0.10 -0.06
H 1.3755 1.2373 1.1795 0.21 -0.01 0.20

---

2.
14
Properties=species:S:1:pos:R:3:forces:R:3 method="wB97M-V/def2-TZVPD" e_lumo_ev=1.089 charge=0
C -1.4019 0.9752 0.1695 -0.03 -0.08 0.07
C -0.6070 -0.0438 -0.6394 -0.02 0.11 -0.14
C 0.8931 0.0053 -0.5926 0.22 0.17 -0.09
C 1.2676 -0.2135 0.8833 0.16 0.35 0.21
O 0.7335 -1.5552 0.8822 -0.27 0.00 0.19
C 0.2146 -1.3136 -0.4072 -0.30 -0.24 -0.26
H -0.8403 1.3687 1.0213 -0.14 -0.20 -0.09
H -2.3823 0.6573 0.5315 0.10 -0.15 -0.11
H -1.5509 1.8301 -0.5028 -0.11 -0.14 0.14
H -1.0043 -0.1420 -1.6501 0.20 0.13 0.00
H 1.5463 0.3935 -1.3659 -0.04 -0.14 0.11
H 0.6830 0.3700 1.5980 0.32 0.21 -0.02
H 2.3246 -0.1648 1.1496 -0.05 -0.22 -0.18
H 0.1240 -2.1673 -1.0772 -0.07 0.19 0.16

---

3.
14
Properties=species:S:1:pos:R:3:forces:R:3 method="wB97M-V/def2-TZVPD" e_lumo_ev=0.663 charge=0
C -1.8029 0.3547 0.1676 0.30 3.06 -0.91
C -0.4778 -0.2217 -0.0574 0.47 -0.07 -0.17
C 0.6336 -0.8586 0.7930 -0.17 -0.41 0.00
C 1.7413 -0.2280 -0.1111 -0.40 0.68 -0.10
C 0.5259 0.5222 -0.8177 -1.57 1.87 -0.36
O -0.1890 -0.5101 -1.4465 -0.27 -0.12 -0.10
H -1.3997 1.7411 -0.3725 -1.72 -2.88 1.78
H -2.2243 0.2888 1.1857 0.43 0.54 -0.47
H -2.5757 0.1583 -0.5748 0.28 -0.48 0.10
H 0.6539 -0.4643 1.8167 -0.05 -0.12 -0.28
H 0.5904 -1.9479 0.7878 0.16 -0.02 0.22
H 2.4550 0.4106 0.4135 -0.20 -0.08 -0.01
H 2.2815 -0.9640 -0.7323 -0.40 0.60 0.01
H -0.2119 1.7187 -1.0518 3.13 -2.57 0.29

---

4.
14
Properties=species:S:1:pos:R:3:forces:R:3 method="wB97M-V/def2-TZVPD" e_lumo_ev=0.991 smiles="O=CC1CCC1" charge=0
O -1.9607 -1.7798 -0.6860 0.50 0.03 0.16
C -0.8614 -1.6942 -0.1928 -0.31 0.01 -0.06
C -0.3419 -0.4636 0.5056 -0.10 -0.08 0.02
C -0.7693 0.8879 -0.1133 -0.16 0.11 -0.03
C 0.7219 1.2673 -0.2867 0.09 0.15 -0.06
C 1.1473 -0.1188 0.2579 0.16 -0.10 0.00
H -0.1526 -2.5527 -0.2399 -0.10 0.07 0.04
H -0.5944 -0.5645 1.5696 0.03 -0.03 -0.16
H -1.3271 0.7691 -1.0466 0.08 0.00 0.16
H -1.3441 1.5405 0.5484 0.09 -0.10 -0.11
H 1.0373 1.4677 -1.3145 -0.07 0.00 0.16
H 1.0390 2.1064 0.3391 -0.03 -0.15 -0.09
H 1.6232 -0.7657 -0.4883 -0.06 0.10 0.10
H 1.7830 -0.0995 1.1474 -0.11 -0.03 -0.14

---

5.
14
Properties=species:S:1:pos:R:3:forces:R:3 method="wB97M-V/def2-TZVPD" e_lumo_ev=0.729 charge=0
C -0.1534 0.0761 -1.7295 -0.04 -0.18 -0.77
C 0.4385 0.3506 -0.4136 -2.68 2.05 1.28
O -1.0775 0.9354 0.4349 1.81 0.43 -0.39
C 0.9185 -0.7945 0.3913 0.22 -1.21 0.58
C 0.0697 -0.9686 1.5993 1.01 0.27 0.50
C -0.7870 -0.1196 1.9370 -0.09 -2.04 0.71
H -0.8286 -0.7799 -1.6599 -0.05 0.16 -0.03
H -0.6647 0.9490 -2.1325 -0.01 -0.17 -0.03
H 0.6511 -0.2086 -2.4187 -0.02 0.02 0.03
H 0.9662 1.2969 -0.3236 0.24 -0.23 -0.08
H -0.8572 1.6821 1.0339 0.16 -0.13 -1.07
H 0.8737 -1.7340 -0.1673 0.14 0.18 -0.32
H 1.9506 -0.6631 0.7245 0.00 0.06 -0.15
H -1.5000 -0.0217 2.7243 -0.69 0.76 -0.27

---

6.
14
Properties=species:S:1:pos:R:3:forces:R:3 method="wB97M-V/def2-TZVPD" e_lumo_ev=-0.440 charge=0
O -1.9452 1.7393 -0.1544 0.09 -0.50 -0.07
C -1.6888 0.5737 -0.3267 -0.05 0.32 -0.07
C -0.4718 -0.1155 0.2363 0.01 0.15 0.12
C 0.4894 0.8101 0.9701 0.56 -0.66 -0.05
C 1.4378 -1.3449 -0.1108 -0.24 -0.79 0.24
C 0.3143 -0.8256 -0.8975 0.13 0.35 0.00
H -2.3524 -0.0821 -0.9352 0.03 0.14 0.08
H -0.8273 -0.8949 0.9272 0.04 0.09 -0.15
H 0.9168 1.5736 0.3142 -0.06 -0.15 0.05
H 0.0477 1.2811 1.8216 -0.41 0.40 0.46
H 2.3105 -0.7310 -0.2859 0.56 0.40 -0.19
H 1.2946 0.1487 1.3634 -0.18 0.55 -0.08
H 0.5562 -0.1154 -1.6851 -0.02 0.28 -0.19
H -0.2853 -1.6175 -1.3018 -0.46 -0.57 -0.17